{
  "formula": "C5H7NO",
  "method": "ωB97M-V with the def2-TZVPD basis set",
  "gap_ev": 9.52,
  "lumo_ev": 0.897,
  "charge": 0,
  "relative_energy_kcal_mol": 5.7,
  "total_energy_ev": -8835.956,
  "symbols": ["C", "C", "C", "C", "N", "C", "O", "H", "H", "H", "H", "H", "H", "H"],
  "positions_angstrom": [[-1.88244, 0.23163, 0.11052], [-0.42214, 0.21595, -0.30455], [0.60647, 1.05002, 0.42244], [1.76106, 0.37887, 0.41909], [1.58819, -0.90309, -0.12800], [0.24882, -1.15564, -0.37108], [-0.24348, -2.23362, -0.62180], [-2.26528, 1.25749, 0.09110], [-2.03834, -0.18078, 1.11068], [-2.46595, -0.36347, -0.59840], [-0.37789, 0.53332, -1.36180], [0.44307, 2.04219, 0.82136], [2.73340, 0.67474, 0.79421], [2.31450, -1.54760, -0.38377]]
}

{
  "formula": "C5H7NO",
  "method": "ωB97M-V with the def2-TZVPD basis set",
  "gap_ev": 6.33,
  "lumo_ev": 0.578,
  "charge": 0,
  "relative_energy_kcal_mol": 58.9,
  "total_energy_ev": -8833.650,
  "symbols": ["C", "C", "C", "N", "C", "C", "O", "H", "H", "H", "H", "H", "H", "H"],
  "positions_angstrom": [[-0.86672, -0.17452, 0.00069], [2.26066, 1.29234, -0.56828], [-2.34318, -0.17479, -0.12312], [-0.10968, -1.06401, 0.62716], [1.24574, 0.50130, -0.18108], [1.20364, -0.71761, 0.54896], [-0.09684, 0.80372, -0.49696], [-0.46494, -1.88500, 1.09327], [3.26736, 1.03633, -0.28891], [2.08626, 2.19060, -1.12371], [1.99076, -1.28951, 0.98144], [-2.74090, -1.16369, 0.12164], [-2.79626, 0.55705, 0.55451], [-2.63590, 0.08774, -1.14563]]
}

{
  "formula": "C5H7NO",
  "method": "ωB97M-V with the def2-TZVPD basis set",
  "gap_ev": 6.95,
  "lumo_ev": 0.503,
  "charge": 0,
  "relative_energy_kcal_mol": 103.3,
  "total_energy_ev": -8831.725,
  "symbols": ["C", "C", "C", "O", "C", "N", "C", "H", "H", "H", "H", "H", "H", "H"],
  "positions_angstrom": [[-1.64679, -0.02585, 0.35370], [-0.70215, 0.56511, -0.66900], [0.42603, 1.43363, -0.16844], [1.57198, 0.68659, 0.42072], [1.44673, -0.54474, 0.77406], [0.48904, -1.34189, 0.43276], [-0.68108, -0.89284, -0.35168], [0.43762, -2.23352, 0.91123], [-2.66522, -0.16836, -0.01968], [-0.96082, 0.79778, -1.70943], [0.11542, 2.07482, 0.65925], [0.90293, 2.02376, -0.95505], [2.25305, -0.90913, 1.40725], [-0.83616, -1.61202, -1.16166]]
}

{
  "formula": "C5H7NO",
  "method": "ωB97M-V with the def2-TZVPD basis set",
  "gap_ev": 9.55,
  "lumo_ev": 0.602,
  "charge": 0,
  "relative_energy_kcal_mol": 88.2,
  "total_energy_ev": -8832.377,
  "symbols": ["O", "C", "C", "C", "C", "C", "N", "H", "H", "H", "H", "H", "H", "H"],
  "positions_angstrom": [[-2.25378, 1.89089, -0.76921], [-2.31631, 0.56087, -0.55664], [-1.31099, -0.11912, -0.02616], [-0.21823, -0.68077, -0.50054], [1.04676, -1.07360, 0.13751], [1.92298, 0.05703, 0.54168], [1.37092, -0.86081, 1.53236], [-1.37908, 2.17423, -0.45843], [-3.26419, 0.13561, -0.85840], [-0.18027, -0.76590, -1.58711], [1.51100, -1.94811, -0.30596], [1.48727, 1.05310, 0.46307], [2.99321, 0.00736, 0.36704], [0.59072, -0.43079, 2.02079]]
}

{
  "formula": "C5H7NO",
  "method": "ωB97M-V with the def2-TZVPD basis set",
  "gap_ev": [9.18, 9.18],
  "lumo_ev": [-0.932, -0.929],
  "charge": 0,
  "relative_energy_kcal_mol": 86.2,
  "total_energy_ev": -8832.465,
  "symbols": ["C", "C", "C", "C", "O", "C", "N", "H", "H", "H", "H", "H", "H", "H"],
  "positions_angstrom": [[-1.54276, 0.98631, 0.42420], [-0.67537, -0.29235, 0.53131], [0.56791, -0.31793, -0.37059], [1.81017, -0.88982, 0.13650], [1.77610, -1.55354, -1.05176], [0.50591, 0.42977, -1.58603], [0.34584, 1.00113, -2.58139], [-0.99933, 1.90100, 0.69096], [-2.38868, 0.90775, 1.12050], [-1.95298, 1.11940, -0.57979], [-0.31526, -0.38671, 1.56678], [-1.29538, -1.16606, 0.33379], [2.57969, -0.17204, 0.39248], [1.58412, -1.56689, 0.97304]]
}

{
  "formula": "C5H7NO",
  "method": "ωB97M-V with the def2-TZVPD basis set",
  "gap_ev": 8.97,
  "lumo_ev": 0.959,
  "charge": 0,
  "relative_energy_kcal_mol": 21.9,
  "total_energy_ev": -8835.254,
  "symbols": ["C", "C", "C", "O", "C", "C", "N", "H", "H", "H", "H", "H", "H", "H"],
  "positions_angstrom": [[-1.71041, 0.25896, 0.58167], [-0.45242, -0.34662, 0.04218], [-0.28219, -1.61619, -0.37651], [0.98058, -1.85055, -0.80345], [1.64779, -0.66573, -0.65666], [0.82255, 0.27917, -0.12746], [1.09068, 1.58850, 0.28224], [-2.52943, -0.46928, 0.63628], [-2.04755, 1.07094, -0.07370], [-1.56334, 0.67971, 1.58174], [-0.90511, -2.42706, -0.07695], [2.68120, -0.66416, -0.96502], [0.32127, 2.21074, 0.06673], [1.94636, 1.95158, -0.11108]]
}

{
  "formula": "C5H7NO",
  "method": "ωB97M-V with the def2-TZVPD basis set",
  "gap_ev": 9.36,
  "lumo_ev": 0.436,
  "charge": 0,
  "relative_energy_kcal_mol": 70.1,
  "total_energy_ev": -8833.161,
  "symbols": ["C", "C", "C", "O", "C", "N", "C", "H", "H", "H", "H", "H", "H", "H"],
  "positions_angstrom": [[0.78903, 1.43789, 0.02200], [0.82414, 0.18051, 0.87623], [-0.30618, -0.46305, 1.32159], [-1.10643, -1.71242, -0.12547], [-1.31452, -0.99522, -1.13818], [-0.64742, 0.09894, -1.47464], [0.55291, 0.35954, -0.93625], [-0.06862, 2.08990, 0.18698], [1.74229, 1.96280, -0.01429], [1.79404, -0.26750, 1.06153], [-1.27023, 0.03350, 1.29738], [-0.22544, -1.30720, 1.99446], [-2.18719, -1.22535, -1.76831], [1.42360, -0.19235, -1.30303]]
}

{
  "formula": "C5H7NO",
  "method": "ωB97M-V with the def2-TZVPD basis set",
  "gap_ev": 8.62,
  "lumo_ev": 0.989,
  "charge": 0,
  "relative_energy_kcal_mol": 14.6,
  "total_energy_ev": -8835.569,
  "symbols": ["C", "C", "C", "O", "C", "N", "C", "H", "H", "H", "H", "H", "H", "H"],
  "positions_angstrom": [[-2.28584, 0.21965, 0.07742], [-0.82730, -0.12336, -0.00013], [-0.27694, -1.35817, -0.02735], [1.09336, -1.27443, -0.09764], [1.40158, 0.03703, -0.11252], [2.75336, 0.32146, -0.26110], [0.27805, 0.80188, -0.04815], [-2.64078, 0.26740, 1.11231], [-2.89331, -0.52347, -0.44789], [-2.48050, 1.19428, -0.37948], [-0.68212, -2.35826, 0.00641], [3.34667, -0.35235, 0.20694], [2.98778, 1.26562, 0.01257], [0.22600, 1.88272, -0.04140]]
}

{
  "formula": "C5H7NO",
  "method": "ωB97M-V with the def2-TZVPD basis set",
  "gap_ev": [8.52, 8.52],
  "lumo_ev": [-0.015, -0.016],
  "charge": 0,
  "relative_energy_kcal_mol": 113.2,
  "total_energy_ev": -8831.294,
  "symbols": ["C", "C", "N", "C", "C", "C", "O", "H", "H", "H", "H", "H", "H", "H"],
  "positions_angstrom": [[1.09355, -1.19962, 1.13418], [0.15775, -0.28002, 0.41338], [-1.11368, 0.11563, 1.03722], [-1.20701, -0.60594, -0.11095], [-0.57877, 1.06687, -1.40887], [0.62112, 0.68430, -0.63484], [1.78172, 0.86271, -0.95096], [1.75093, -1.69327, 0.41246], [0.53221, -1.95705, 1.68675], [1.71691, -0.63245, 1.82885], [-1.41377, 1.08349, 1.12764], [-1.60238, -0.35336, -1.12392], [-1.29812, 1.78398, -1.01523], [-0.39915, 1.19101, -2.47988]]
}

{
  "formula": "C5H7NO",
  "method": "ωB97M-V with the def2-TZVPD basis set",
  "gap_ev": 9.24,
  "lumo_ev": 0.170,
  "charge": 0,
  "relative_energy_kcal_mol": 125.4,
  "total_energy_ev": -8830.766,
  "symbols": ["N", "C", "O", "C", "C", "C", "C", "H", "H", "H", "H", "H", "H", "H"],
  "positions_angstrom": [[-1.95619, 1.64701, 0.04366], [-1.10987, 0.72896, -0.11409], [-0.62870, 0.29847, -1.32723], [0.32505, -0.69003, -1.16870], [0.47118, -1.05784, 0.24764], [1.01655, 0.06256, 1.04429], [-0.46783, -0.05214, 0.98544], [-2.20421, 2.09521, -0.83729], [1.69074, 0.30466, -1.17940], [0.16387, -1.48550, -1.92292], [0.67922, -2.09007, 0.50792], [1.72500, 0.69543, -0.16351], [1.41510, -0.17994, 2.04623], [-1.11992, -0.27677, 1.83796]]
}

{
  "formula": "C5H7NO",
  "method": "ωB97M-V with the def2-TZVPD basis set",
  "gap_ev": 9.88,
  "lumo_ev": 0.707,
  "charge": 0,
  "relative_energy_kcal_mol": 82.3,
  "total_energy_ev": -8832.632,
  "symbols": ["O", "C", "C", "C", "N", "C", "C", "H", "H", "H", "H", "H", "H", "H"],
  "positions_angstrom": [[-0.91287, -2.55262, -0.25875], [-0.41314, -1.77445, 0.52214], [-0.01713, -0.38613, 0.11243], [-0.56036, 0.34083, -1.11627], [0.27165, 1.43351, -0.45140], [1.30658, 0.33869, -0.25501], [-0.32006, 0.92298, 0.85415], [-0.30707, -2.03755, 1.59626], [-0.18284, 0.03785, -2.09750], [-1.63513, 0.54363, -1.14293], [1.81564, 0.05322, -1.18136], [2.02604, 0.56466, 0.53878], [0.28698, 1.16934, 1.73126], [-1.37107, 1.18591, 1.00700]]
}

{
  "formula": "C5H7NO",
  "method": "ωB97M-V with the def2-TZVPD basis set",
  "gap_ev": 10.92,
  "lumo_ev": 0.625,
  "charge": 0,
  "relative_energy_kcal_mol": 17.7,
  "total_energy_ev": -8835.434,
  "symbols": ["C", "C", "C", "N", "C", "O", "C", "H", "H", "H", "H", "H", "H", "H"],
  "positions_angstrom": [[1.43060, 0.38946, 1.08240], [0.71018, -0.06642, -0.19753], [1.00248, -1.47823, -0.46654], [1.04450, -2.63165, -0.52322], [-0.82389, -0.15568, 0.04376], [-1.20537, -0.82507, 0.97333], [-1.79632, 0.54094, -0.86729], [1.01740, -0.16661, 1.92644], [2.50514, 0.19517, 1.02424], [1.28108, 1.46038, 1.25176], [0.98744, 0.56478, -1.05126], [-2.75569, 0.02934, -0.76916], [-1.48631, 0.57248, -1.91531], [-1.91124, 1.57111, -0.51164]]
}

{
  "formula": "C5H7NO",
  "method": "ωB97M-V with the def2-TZVPD basis set",
  "gap_ev": 10.91,
  "lumo_ev": 0.997,
  "charge": 0,
  "relative_energy_kcal_mol": 37.6,
  "total_energy_ev": -8834.571,
  "symbols": ["C", "C", "C", "O", "C", "N", "C", "H", "H", "H", "H", "H", "H", "H"],
  "positions_angstrom": [[1.07462, -0.71286, 0.06690], [0.25297, 0.36611, -0.64526], [-1.11045, -0.04140, -1.21241], [-1.79259, 0.37033, -0.01718], [-0.59734, 0.96845, 0.49483], [-0.15896, 0.41674, 1.76834], [0.75303, -0.43289, 1.51969], [0.74424, -1.73248, -0.17386], [2.14595, -0.66870, -0.15177], [0.85189, 1.05043, -1.25025], [-1.26696, -1.10551, -1.43249], [-1.42301, 0.57015, -2.06818], [-0.69338, 2.05659, 0.56648], [1.25282, -0.96057, 2.33211]]
}

{
  "formula": "C5H7NO",
  "method": "ωB97M-V with the def2-TZVPD basis set",
  "gap_ev": 10.59,
  "lumo_ev": 0.821,
  "charge": 0,
  "relative_energy_kcal_mol": 33.4,
  "total_energy_ev": -8834.754,
  "symbols": ["C", "C", "C", "O", "C", "N", "C", "H", "H", "H", "H", "H", "H", "H"],
  "positions_angstrom": [[-1.36665, 0.85381, -0.39948], [-0.57568, -1.25646, 0.50402], [-0.96480, -2.39238, 0.58737], [1.07439, -0.13912, -1.71395], [1.07305, 0.21896, -0.55359], [2.17492, 0.72738, 0.06788], [-0.20080, 0.14958, 0.31250], [-1.23077, 1.93674, -0.42915], [-2.30099, 0.63454, 0.12154], [-1.43328, 0.47272, -1.42234], [-1.32533, -3.39461, 0.64649], [3.04649, 0.70835, -0.44216], [2.20208, 0.91439, 1.05575], [-0.01485, 0.61835, 1.28919]]
}

{
  "formula": "C5H7NO",
  "method": "ωB97M-V with the def2-TZVPD basis set",
  "gap_ev": 8.90,
  "lumo_ev": 0.960,
  "charge": 0,
  "relative_energy_kcal_mol": 96.3,
  "total_energy_ev": -8832.027,
  "symbols": ["C", "C", "C", "O", "C", "N", "C", "H", "H", "H", "H", "H", "H", "H"],
  "positions_angstrom": [[-1.68973, 0.05535, 0.47251], [-0.97844, 0.86804, -0.30062], [0.45391, 1.26505, -0.06495], [1.11536, 0.56065, 0.98549], [1.57987, -0.67918, 0.65631], [0.94309, -1.47657, -0.08482], [-0.06086, -1.99290, -0.64479], [-1.27073, -0.38758, 1.37108], [-2.71018, -0.21592, 0.22305], [-1.41667, 1.29394, -1.20289], [0.50859, 2.32047, 0.22214], [1.03304, 1.14876, -0.99401], [2.53642, -0.93560, 1.09705], [-0.04366, -1.82450, -1.73555]]
}

{
  "formula": "C5H7NO",
  "method": "ωB97M-V with the def2-TZVPD basis set",
  "gap_ev": 10.81,
  "lumo_ev": 0.970,
  "charge": 0,
  "relative_energy_kcal_mol": 62.1,
  "total_energy_ev": -8833.508,
  "symbols": ["O", "C", "N", "C", "C", "C", "C", "H", "H", "H", "H", "H", "H", "H"],
  "positions_angstrom": [[1.56042, 0.48840, 0.58066], [2.22971, -0.62353, 0.98298], [2.20451, -1.79340, 0.51351], [-1.67624, 0.37637, 0.52242], [-1.90076, 0.54758, -0.97809], [-0.55491, 0.39603, -0.41640], [0.75302, 0.42212, -0.54706], [2.83544, -0.35282, 1.84832], [1.56709, -1.86169, -0.28342], [-1.81777, 1.22917, 1.18092], [-1.94369, -0.58632, 0.95465], [-2.37054, -0.26885, -1.52176], [-2.16734, 1.53840, -1.34018], [1.28106, 0.48855, -1.49654]]
}

{
  "formula": "C5H7NO",
  "method": "ωB97M-V with the def2-TZVPD basis set",
  "gap_ev": 8.74,
  "lumo_ev": -0.296,
  "charge": 0,
  "relative_energy_kcal_mol": 81.7,
  "total_energy_ev": -8832.658,
  "symbols": ["C", "C", "C", "C", "C", "N", "O", "H", "H", "H", "H", "H", "H", "H"],
  "positions_angstrom": [[-1.72916, 0.37873, 0.48811], [-0.56256, -0.48168, 0.09597], [0.88353, 0.34837, -0.36635], [1.29981, 0.60284, 0.97296], [1.66782, 0.04698, -1.40267], [-0.63301, -1.65758, -0.35838], [0.47806, 0.21376, 1.82471], [-1.56510, -1.94215, -0.64926], [2.27638, 1.03629, 1.22217], [-1.45661, 1.42644, 0.58916], [-2.53710, 0.24938, -0.23266], [-2.09482, 0.04722, 1.46126], [1.22400, -0.36313, -2.30004], [2.74877, 0.09454, -1.34498]]
}

{
  "formula": "C5H7NO",
  "method": "ωB97M-V with the def2-TZVPD basis set",
  "gap_ev": 10.26,
  "lumo_ev": 1.031,
  "charge": 0,
  "relative_energy_kcal_mol": 78.5,
  "total_energy_ev": -8832.797,
  "symbols": ["C", "N", "C", "C", "C", "C", "O", "H", "H", "H", "H", "H", "H", "H"],
  "positions_angstrom": [[-1.68554, -0.65608, -0.18125], [-1.69801, 0.81521, -0.13275], [-0.43457, 0.12796, -0.17836], [0.72626, -0.00299, 0.83732], [1.52266, -0.44292, -0.37830], [0.61462, 0.02231, -1.24682], [1.24118, 1.23841, 1.29213], [-1.94169, -1.24059, 0.70184], [-2.04270, -1.07953, -1.11913], [-1.88289, 1.13728, 0.81461], [0.58488, -0.63689, 1.71903], [2.49822, -0.90630, -0.45036], [1.87340, 1.49424, 0.60444], [0.59528, 0.20395, -2.31577]]
}

{
  "formula": "C5H7NO",
  "method": "ωB97M-V with the def2-TZVPD basis set",
  "gap_ev": 8.41,
  "lumo_ev": 0.675,
  "charge": 0,
  "relative_energy_kcal_mol": 64.0,
  "total_energy_ev": -8833.429,
  "symbols": ["C", "N", "C", "C", "C", "C", "O", "H", "H", "H", "H", "H", "H", "H"],
  "positions_angstrom": [[0.96709, -0.94598, -1.18290], [0.16675, -0.17139, -0.25978], [-0.20334, 1.22445, -0.41943], [-0.79872, 1.52009, 0.94277], [-0.94288, 0.43545, 1.75774], [-0.31473, -0.56116, 0.91640], [-0.20810, -1.83780, 1.24607], [0.67220, -1.99465, -1.10978], [2.03941, -0.86041, -0.95827], [0.79657, -0.58864, -2.20266], [0.62791, 1.83932, -0.77799], [-1.14272, 2.53258, 1.15340], [-0.97756, 1.30071, -1.20261], [-0.68188, -1.89257, 2.09703]]
}

{
  "formula": "C5H7NO",
  "method": "ωB97M-V with the def2-TZVPD basis set",
  "gap_ev": 10.63,
  "lumo_ev": 0.830,
  "charge": 0,
  "relative_energy_kcal_mol": 54.4,
  "total_energy_ev": -8833.843,
  "symbols": ["C", "C", "C", "O", "C", "N", "C", "H", "H", "H", "H", "H", "H", "H"],
  "positions_angstrom": [[-1.42067, 0.60256, -0.30868], [-0.44729, -1.22552, 0.75104], [-1.19943, -2.15938, 0.61197], [1.28538, -0.47155, -1.47729], [1.21574, 0.17191, -0.44772], [2.30284, 0.90908, -0.02635], [-0.08956, 0.17008, 0.42081], [-1.75460, 1.62122, -0.09079], [-2.23514, -0.05699, 0.00454], [-1.30684, 0.43558, -1.37817], [-2.00307, -2.80351, 0.31785], [3.13950, 0.77149, -0.58452], [2.46816, 1.20773, 0.92361], [0.04499, 0.82731, 1.28370]]
}